{
  "formula": "C43H56Cl2N5O7Si3Ti",
  "method": "wB97M-V/def2-TZVPD",
  "total_energy_ha": -5111.25627,
  "e_above_lowest_kcal_mol": 16.5,
  "max_force_ha_per_bohr": 0.0531,
  "spin_multiplicity": 2,
  "e_lumo_ev": [3.7, 3.7],
  "total_charge": -2,
  "species": ["Ti", "Cl", "C", "C", "C", "Cl", "C", "C", "C", "C", "N", "C", "C", "O", "H", "H", "H", "H", "C", "O", "C", "C", "C", "C", "C", "C", "N", "N", "C", "C", "C", "C", "O", "C", "N", "C", "C", "C", "C", "H", "H", "H", "H", "H", "H", "H", "H", "H", "H", "H", "H", "C", "O", "Si", "C", "C", "C", "Si", "C", "C", "C", "Si", "C", "C", "C", "H", "H", "H", "H", "H", "H", "H", "H", "H", "H", "H", "H", "H", "H", "H", "H", "H", "H", "H", "H", "H", "H", "H", "H", "H", "H", "H", "C", "C", "C", "C", "O", "H", "H", "H", "H", "H", "H", "H", "H", "H", "O", "C", "C", "C", "C", "O", "N", "H", "H", "H", "H"],
  "coordinates": [[-0.6550, 1.0017, 0.2646], [2.7473, 4.0922, 0.9289], [3.1908, 2.7401, -0.0476], [4.5102, 2.6734, -0.4691], [4.9194, 1.5984, -1.2212], [6.5826, 1.5388, -1.7391], [4.0310, 0.5772, -1.5931], [4.4022, -0.5479, -2.3569], [3.4372, -1.4657, -2.7025], [2.1250, -1.2419, -2.3047], [1.7435, -0.2080, -1.5763], [2.6673, 0.6900, -1.1899], [2.2111, 1.7716, -0.3434], [1.0066, 1.8467, 0.1092], [5.1954, 3.4613, -0.1910], [5.4327, -0.6656, -2.6606], [3.6759, -2.3342, -3.2888], [1.3517, -1.9434, -2.5851], [5.0701, -4.3979, -5.1221], [3.6839, -4.2560, -5.0152], [3.0494, -4.7790, -3.8892], [3.6668, -5.5312, -2.8995], [2.9370, -6.0102, -1.8293], [1.5680, -5.7247, -1.6850], [0.9674, -4.9379, -2.6935], [1.6870, -4.4990, -3.7761], [0.8446, -6.3517, -0.7194], [-0.2204, -5.8749, -0.1850], [-0.4632, -4.5545, -0.0073], [-1.8015, -4.1365, -0.0269], [-2.1595, -2.8048, 0.0266], [-1.2008, -1.7940, 0.1787], [-1.5004, -0.5261, 0.1384], [0.1557, -2.1929, 0.3766], [1.0339, -1.2017, 0.6344], [2.2688, -1.5280, 0.9370], [2.7220, -2.8431, 0.9894], [1.8515, -3.8638, 0.6690], [0.5343, -3.5636, 0.3079], [5.3514, -3.8933, -6.0488], [5.3714, -5.4524, -5.1846], [5.6009, -3.9248, -4.2861], [4.7282, -5.7356, -2.9475], [3.4305, -6.5899, -1.0613], [-0.0860, -4.7053, -2.6159], [1.2222, -3.9053, -4.5509], [-2.5551, -4.8979, -0.1780], [-3.2025, -2.5245, -0.0608], [2.9554, -0.7072, 1.1252], [3.7424, -3.0543, 1.2766], [2.1800, -4.8914, 0.7252], [-3.0331, -1.2409, 2.9828], [-2.6869, -0.0513, 2.3316], [-2.5668, 1.4798, 2.8903], [-4.3327, 1.7973, 3.6394], [-1.6270, 1.7402, 4.5600], [-2.1012, 2.3869, 1.2927], [-1.1519, 4.0054, 1.4854], [-0.4174, 4.6396, -0.1792], [0.1930, 4.0356, 2.8612], [-2.2756, 5.4882, 2.0414], [-3.6068, 2.5686, 0.1619], [-4.2887, 0.8781, -0.4283], [-5.1785, 3.4254, 0.9320], [-3.4326, 3.8211, -1.3004], [-3.4186, -1.9386, 2.2356], [-3.8052, -1.0686, 3.7419], [-2.1376, -1.6708, 3.4361], [-4.3875, 1.4004, 4.6504], [-5.0930, 1.2950, 3.0511], [-4.5898, 2.8472, 3.6924], [-1.7609, 0.8587, 5.1827], [-2.0272, 2.5922, 5.1056], [-0.5641, 1.8881, 4.4424], [-0.1542, 3.7739, -0.7802], [0.4704, 5.2485, -0.0475], [-1.1363, 5.2322, -0.7330], [0.7562, 3.1084, 2.8328], [-0.2573, 4.1323, 3.8445], [0.8904, 4.8606, 2.7384], [-3.0492, 5.6842, 1.3082], [-1.7082, 6.4047, 2.1764], [-2.7605, 5.2562, 2.9832], [-4.6915, 0.3377, 0.4213], [-3.4622, 0.2938, -0.8176], [-5.0686, 0.9517, -1.1828], [-5.7789, 2.7527, 1.5271], [-5.8206, 3.8311, 0.1551], [-4.8936, 4.2482, 1.5752], [-2.4719, 3.7249, -1.7840], [-3.5288, 4.8391, -0.9307], [-4.2070, 3.6681, -2.0495], [-1.1469, -0.3691, -2.8600], [-1.1893, 1.1658, -2.7190], [-2.4590, 1.6326, -3.4771], [0.0209, 1.8006, -3.4439], [-1.1834, 1.5505, -1.3823], [-0.9527, -0.6512, -3.8941], [-2.1022, -0.7933, -2.5555], [-0.3699, -0.7567, -2.2115], [-2.5478, 1.0653, -4.4031], [-2.3947, 2.6855, -3.7358], [-3.3395, 1.4666, -2.8676], [-0.0616, 1.6654, -4.5211], [0.9389, 1.3495, -3.0842], [0.0535, 2.8674, -3.2260], [0.1052, 0.7383, 2.2608], [0.5666, -0.0203, 3.1317], [1.8997, 0.3115, 3.8594], [2.1513, -0.9459, 4.6620], [0.8239, -1.7366, 4.4916], [0.5840, -2.7584, 5.1074], [0.0256, -1.1340, 3.5896], [1.7443, 1.1877, 4.4923], [2.6787, 0.5540, 3.1375], [2.3542, -0.7786, 5.7206], [2.9529, -1.5574, 4.2452]]
}